A structure of composition C29H28N2O4PdS. Source: the Open Molecules 2025 dataset; level of theory: ωB97M-V/def2-TZVPD.

HOMO (eV): -0.419
Calculated total energy (eV): -56009.090
Total charge: -2
Relative energy (zero: lowest compared OMol25 entry of this formula, charge and spin) (kcal per mole): 0.00
LUMO level (eV): 4.726
Multiplicity: 1
Max |F| (eV Å⁻¹): 0.48

Last column: Löwdin charge in e.
Cartesian coordinates (Å):
Pd: -1.41025 0.53218 -0.47521  0.342
N: 0.54562 0.13574 -1.17550  0.003
C: 1.29319 -0.86767 -1.28273  -0.404
C: 2.77457 -0.64057 -1.54363  -0.176
C: 3.78991 -1.28255 -0.83602  -0.066
C: 5.12527 -0.94210 -1.02031  -0.118
C: 5.47712 0.03854 -1.93574  -0.138
C: 4.47440 0.68496 -2.65414  -0.110
C: 3.14559 0.35548 -2.44978  -0.043
C: 0.84848 -2.31448 -1.18532  -0.160
C: -0.39180 -2.62961 -0.62661  -0.056
C: -0.86480 -3.93259 -0.60723  -0.087
C: -0.10898 -4.96596 -1.14450  -0.131
C: 1.12160 -4.67235 -1.71872  -0.124
C: 1.58820 -3.36550 -1.74032  -0.065
H: 3.52694 -2.05056 -0.11687  0.105
H: 5.89255 -1.44210 -0.43834  0.085
H: 6.51790 0.30450 -2.08393  0.079
H: 4.73384 1.45935 -3.36846  0.087
H: 2.34728 0.88107 -2.95978  0.087
H: -1.01497 -1.82291 -0.24824  0.047
H: -1.84496 -4.12465 -0.18692  0.098
H: -0.48032 -5.98502 -1.13128  0.081
H: 1.71659 -5.46274 -2.16509  0.083
H: 2.53796 -3.15425 -2.21615  0.097
O: -3.92592 0.14826 -2.26767  -0.172
N: -3.30704 -0.31908 -1.29975  -0.448
O: -3.76148 -1.36149 -0.78563  -0.194
O: -1.35603 2.93981 1.94588  -0.529
S: -1.38382 1.50940 1.50592  0.819
C: -2.63031 0.76121 2.60726  -0.335
C: -3.23441 -0.43207 2.24758  -0.077
C: -4.19080 -0.98249 3.09255  -0.088
C: -4.54849 -0.33671 4.26842  -0.123
C: -3.95456 0.87629 4.60073  -0.112
C: -2.99449 1.43041 3.76690  -0.085
C: 0.00272 0.79128 2.45442  -0.326
C: 0.50267 -0.45622 2.12007  -0.077
C: 1.56889 -0.97995 2.83797  -0.086
C: 2.14193 -0.25082 3.87160  -0.120
C: 1.64538 1.00885 4.18625  -0.108
C: 0.57505 1.53458 3.47582  -0.084
H: -3.00035 -0.89763 1.29340  0.064
H: -4.67406 -1.90904 2.80604  0.098
H: -5.30523 -0.76540 4.91636  0.083
H: -4.24690 1.39416 5.50814  0.086
H: -2.52683 2.38378 3.98079  0.098
H: 0.06825 -0.98588 1.28010  0.062
H: 1.96338 -1.95295 2.56883  0.097
H: 2.98559 -0.65578 4.41920  0.085
H: 2.10215 1.58828 4.98143  0.087
H: 0.18086 2.52276 3.67707  0.096
C: -1.05179 2.26504 -3.71953  -0.181
C: 0.17399 3.13685 -3.46701  -0.182
C: -0.01564 3.46274 -1.99064  -0.225
O: -1.42865 3.55496 -1.78576  -0.167
C: -2.11571 2.98613 -2.90262  -0.220
H: -0.88956 1.27303 -3.29032  0.089
H: -1.32151 2.15730 -4.77190  0.102
H: 0.14028 4.04644 -4.07816  0.099
H: 1.11744 2.62258 -3.65723  0.086
H: 0.43920 4.40883 -1.68199  0.108
H: 0.38459 2.64846 -1.37815  0.076
H: -2.58496 3.79458 -3.48612  0.105
H: -2.88473 2.30328 -2.53944  0.083